# 1
C26H19F5N2O2S | ωB97M-V/def2-TZVPD

Values from the calculation:
HOMO level, eV: -4.7

Each line ends with the natural charge from an NBO analysis.
Positions of all 55 atoms, in Å:
C -3.798 0.424 1.973  -0.247
O -3.015 -0.747 1.959  -0.503
C -1.657 -0.534 1.971  0.239
C -0.811 -1.668 1.983  -0.256
C 0.547 -1.537 2.057  -0.230
C 1.144 -0.265 2.130  -0.205
S 2.786 -0.089 2.326  -0.448
C 0.311 0.867 2.058  -0.249
C -1.047 0.741 1.984  -0.264
H -4.851 0.141 1.980  0.188
H -3.584 1.007 2.870  0.170
H -3.597 1.011 1.078  0.171
H -1.269 -2.641 1.940  0.207
H 1.180 -2.407 2.064  0.212
H 0.765 1.843 2.069  0.209
H -1.657 1.625 1.940  0.195
C 8.626 3.184 2.925  -0.436
N 8.480 3.307 4.373  -0.259
C 9.094 4.269 5.153  -0.034
C 8.683 4.099 6.434  -0.032
N 7.795 3.031 6.470  -0.307
C 7.093 2.648 7.665  -0.017
C 7.808 2.243 8.790  0.383
F 9.152 2.266 8.772  -0.291
C 7.141 1.785 9.916  0.260
F 7.836 1.372 10.988  -0.273
C 5.756 1.713 9.926  0.317
F 5.117 1.165 10.973  -0.266
C 5.037 2.127 8.816  0.288
F 3.707 1.952 8.785  -0.263
C 5.699 2.608 7.697  0.371
F 4.985 2.972 6.617  -0.273
C 7.680 2.535 5.178  0.356
C 6.818 1.472 4.707  0.475
C 6.194 0.614 5.669  -0.393
C 5.046 -0.064 5.426  -0.024
C 4.278 -0.719 6.450  -0.138
C 2.925 -1.010 6.216  -0.137
C 2.147 -1.558 7.205  -0.210
C 2.683 -1.841 8.447  -0.178
C 4.010 -1.555 8.700  -0.246
C 4.802 -1.002 7.722  -0.139
O 6.604 1.323 3.497  -0.531
H 8.056 2.328 2.570  0.295
H 8.252 4.080 2.433  0.229
H 9.672 3.038 2.668  0.219
H 9.775 5.021 4.784  0.251
H 8.961 4.697 7.290  0.254
H 6.586 0.630 6.665  0.182
H 4.610 0.020 4.444  0.275
H 2.504 -0.768 5.255  0.262
H 1.106 -1.754 7.014  0.225
H 2.065 -2.262 9.222  0.216
H 4.425 -1.755 9.672  0.212
H 5.836 -0.795 7.938  0.186



# 2
C4H9P | ωB97M-V/def2-TZVPD

Values from the calculation:
Energy above the lowest of the compared OMol25 structures with the same formula, charge and spin, eV: 4.492
Multiplicity: 3
HOMO level (spin up / spin down), eV: -3.9 / -9.8

Each line ends with the Löwdin spin population.
Positions of all 14 atoms, in Å:
C -0.748 1.244 -0.051  0.025
C -0.405 -0.301 -0.050  0.084
C 0.719 0.577 0.148  0.309
C -0.977 -1.279 0.990  0.021
P 2.138 0.825 -1.133  1.271
H -0.986 1.752 -0.965  0.012
H -1.076 1.598 0.929  0.004
H -0.436 -0.853 -1.080  0.016
H 1.020 0.781 1.189  0.011
H -0.211 -2.105 1.141  0.002
H -1.936 -1.718 0.478  0.006
H -1.124 -0.831 2.006  0.001
H 1.479 0.701 -2.359  0.116
H 2.544 -0.390 -1.244  0.123



# 3
C4H10N2S | ωB97M-V/def2-TZVPD

Values from the calculation:
Energy above the lowest of the compared OMol25 structures with the same formula, charge and spin, eV: 1.825
SMILES: CC(C)S/C=N/N
HOMO level, eV: -7.9

Each line ends with the natural charge from an NBO analysis.
Positions of all 17 atoms, in Å:
C 1.233 1.206 -0.566  -0.616
C 1.161 -0.155 0.218  -0.364
C 2.509 -0.900 0.118  -0.618
S -0.097 -1.155 -0.493  0.264
C -1.585 -0.413 0.148  -0.143
N -2.674 -0.649 -0.520  -0.236
N -3.807 0.052 -0.007  -0.662
H 1.845 1.842 -0.012  0.201
H 1.416 1.191 -1.610  0.218
H 0.344 1.751 -0.518  0.209
H 0.855 0.132 1.240  0.210
H 2.480 -1.949 0.523  0.225
H 3.179 -0.293 0.710  0.216
H 2.918 -0.899 -0.918  0.219
H -1.447 0.218 1.030  0.167
H -3.703 0.501 0.825  0.340
H -4.627 -0.482 -0.169  0.369



# 4
C22H51AlNO5S2Si | ωB97M-V/def2-TZVPD

Values from the calculation:
Net charge: -1
HOMO level, eV: -4.6

Each line ends with the Löwdin charge.
Positions of all 83 atoms, in Å:
C 1.228 0.549 2.557  -0.085
C 0.971 -0.644 1.637  -0.424
C 2.311 -1.279 1.220  -0.080
C 0.146 -0.253 0.406  -0.269
C -1.245 0.365 0.663  -0.217
Al -1.736 1.945 -0.514  0.307
C -1.214 1.452 -2.401  -0.181
C -0.876 3.655 0.129  -0.231
C 0.639 3.574 0.402  -0.296
C 1.074 4.132 1.747  -0.322
N 2.535 4.323 1.805  -0.020
C -3.770 2.227 -0.446  -0.206
C -4.350 1.640 0.800  -0.348
O -5.802 1.815 0.915  -0.233
Si -6.623 1.003 2.070  0.371
C -8.176 1.996 2.436  -0.162
C -7.071 -0.727 1.481  -0.167
C -5.628 0.806 3.642  -0.173
H 0.326 1.141 2.713  0.056
H 1.985 1.208 2.121  0.068
H 1.585 0.225 3.539  0.075
H 0.392 -1.384 2.207  0.125
H 2.571 -2.095 1.898  0.075
H 3.102 -0.530 1.289  0.042
H 2.293 -1.657 0.198  0.049
H 0.773 0.392 -0.225  0.092
H 0.001 -1.162 -0.191  0.080
H -1.368 0.591 1.730  0.039
H -2.011 -0.397 0.451  0.037
H -1.844 0.606 -2.710  -0.020
H -0.173 1.127 -2.517  -0.019
H -1.392 2.257 -3.123  -0.020
H -1.392 3.954 1.055  0.043
H -1.073 4.472 -0.577  0.041
H 1.194 4.131 -0.364  0.102
H 0.997 2.538 0.335  0.070
H 0.568 5.089 1.909  0.097
H 0.738 3.457 2.543  0.090
H 2.974 3.731 1.110  0.046
H 2.906 4.040 2.702  0.045
H -4.267 1.798 -1.324  0.052
H -3.959 3.308 -0.451  0.053
H -3.904 2.103 1.688  0.105
H -4.136 0.564 0.852  0.091
H -9.085 1.394 2.369  0.017
H -8.129 2.438 3.433  0.021
H -8.255 2.809 1.712  0.025
H -7.148 -0.785 0.395  0.028
H -8.014 -1.064 1.919  0.018
H -6.296 -1.429 1.798  0.023
H -5.343 1.771 4.068  0.033
H -4.715 0.235 3.463  0.030
H -6.226 0.264 4.381  0.028
C 6.945 -0.020 -2.403  -0.223
C 8.058 -0.490 -1.455  -0.220
C 7.548 -0.298 -0.024  -0.221
S 5.750 -0.458 -0.114  0.655
O 5.166 0.809 0.241  -0.317
O 5.338 -1.673 0.535  -0.318
C 5.659 -0.656 -1.892  -0.222
H 7.144 -0.305 -3.436  0.112
H 6.857 1.068 -2.368  0.119
H 8.266 -1.547 -1.635  0.114
H 8.985 0.060 -1.616  0.109
H 7.909 -1.047 0.677  0.097
H 7.752 0.700 0.359  0.101
H 4.742 -0.182 -2.232  0.114
H 5.618 -1.727 -2.090  0.109
C -1.145 -4.601 -2.728  -0.220
C -0.066 -5.690 -2.812  -0.220
C 1.205 -5.035 -3.363  -0.223
S 1.119 -3.302 -2.861  0.653
O 1.010 -2.493 -4.048  -0.316
O 2.146 -3.037 -1.888  -0.327
C -0.480 -3.401 -2.065  -0.229
H -2.013 -4.933 -2.159  0.114
H -1.486 -4.329 -3.729  0.119
H 0.127 -6.084 -1.811  0.115
H -0.379 -6.525 -3.439  0.108
H 2.124 -5.452 -2.960  0.097
H 1.236 -5.040 -4.451  0.099
H -0.985 -2.447 -2.213  0.109
H -0.298 -3.563 -1.003  0.109



# 5
C15H28F2NO16PdS2 | ωB97M-V/def2-TZVPD

Values from the calculation:
Net charge: +1
Multiplicity: 3
HOMO level (spin up / spin down), eV: -12.3 / -12.3

Each line ends with the Löwdin spin population.
Positions of all 65 atoms, in Å:
Pd 23.701 -3.169 2.838  1.386
N 23.319 -4.878 3.920  0.332
S 24.275 -6.114 4.245  0.011
O 23.924 -7.412 3.789  0.021
O 24.980 -5.942 5.468  0.059
F 25.326 -5.653 3.062  0.011
S 21.870 -5.631 4.436  0.003
O 21.871 -6.009 5.831  0.044
O 21.296 -6.533 3.482  0.028
F 20.999 -4.325 4.350  -0.002
C 18.131 -7.162 6.493  0.000
C 19.561 -7.568 6.967  0.000
O 19.289 -8.494 7.989  0.000
C 18.008 -8.879 7.958  0.000
O 17.525 -9.660 8.706  0.000
O 17.400 -8.326 6.881  0.000
H 18.180 -7.011 5.418  0.000
H 17.737 -6.285 7.004  0.000
H 20.128 -6.725 7.353  0.000
H 20.140 -8.061 6.185  0.000
C 26.543 -4.273 -2.188  0.000
C 25.681 -4.170 -0.947  0.000
O 24.604 -5.129 -1.065  0.003
C 23.769 -5.209 -0.024  0.004
O 23.759 -4.423 0.890  0.036
O 22.855 -6.150 -0.135  0.000
C 23.184 -7.341 -0.889  0.000
H 26.026 -3.880 -3.066  0.000
H 26.773 -5.325 -2.333  0.000
H 27.345 -3.543 -2.078  0.000
H 25.396 -3.125 -0.801  0.000
H 26.205 -4.461 -0.034  0.000
H 23.265 -8.115 -0.129  0.000
H 24.104 -7.245 -1.457  0.000
H 22.424 -7.615 -1.616  0.000
C 25.081 2.005 4.527  0.000
C 23.828 1.171 4.694  0.000
O 24.045 0.227 5.774  0.005
C 23.873 -1.065 5.596  0.006
O 23.591 -1.583 4.498  0.052
O 23.914 -1.678 6.726  0.001
C 23.460 -3.011 6.939  0.000
H 24.993 2.727 3.716  0.000
H 25.937 1.367 4.313  0.000
H 25.242 2.579 5.439  0.000
H 23.539 0.682 3.766  0.000
H 22.986 1.769 5.037  0.000
H 23.726 -3.646 6.103  -0.001
H 22.394 -2.999 7.172  0.000
H 23.918 -3.326 7.874  0.000
C 27.806 -6.868 6.053  0.001
C 28.989 -6.115 6.622  0.000
O 29.766 -5.339 5.692  0.000
C 30.585 -5.964 4.867  0.000
O 30.615 -7.123 4.563  0.000
O 31.487 -5.074 4.456  0.000
C 32.366 -5.298 3.389  0.000
H 28.222 -7.768 5.592  0.000
H 27.378 -6.364 5.185  0.000
H 27.021 -7.117 6.759  0.000
H 29.665 -6.791 7.147  0.000
H 28.697 -5.312 7.299  0.000
H 32.534 -4.392 2.808  0.000
H 31.923 -5.982 2.658  0.000
H 33.327 -5.716 3.683  0.000



# 6
C25H26N2O5RhS3 | ωB97M-V/def2-TZVPD

Values from the calculation:
Net charge: +1
HOMO level, eV: -11.4

Each line ends with the natural charge from an NBO analysis.
Positions of all 62 atoms, in Å:
Rh -0.049 0.843 0.466  1.074
S 1.677 1.857 4.377  0.510
C 1.531 3.336 3.464  -0.242
C 1.958 4.614 3.807  -0.184
C 1.726 5.634 2.906  -0.193
C 1.087 5.392 1.684  -0.184
C 0.668 4.125 1.335  -0.235
C 0.896 3.095 2.243  0.173
N 0.555 1.763 2.091  -0.406
C 0.899 1.004 3.112  0.085
C 0.543 -0.393 2.986  -0.131
C 0.702 -1.408 3.924  -0.168
C 0.248 -2.678 3.613  -0.218
C -0.358 -2.926 2.387  -0.138
C -0.522 -1.915 1.443  -0.280
C -0.057 -0.648 1.741  0.000
H 2.460 4.803 4.745  0.238
H 2.045 6.638 3.148  0.236
H 0.925 6.213 1.000  0.234
H 0.186 3.929 0.385  0.232
H 1.174 -1.211 4.879  0.227
H 0.375 -3.484 4.321  0.236
H -0.694 -3.926 2.151  0.239
H -0.981 -2.142 0.490  0.240
C -3.902 2.743 1.581  -0.811
S -3.330 1.061 1.375  1.295
C -2.800 0.745 3.055  -0.823
O -2.071 1.224 0.537  -0.985
H -4.790 2.727 2.211  0.253
H -4.163 3.112 0.592  0.262
H -3.114 3.347 2.025  0.243
H -3.683 0.751 3.693  0.258
H -2.089 1.510 3.364  0.238
H -2.337 -0.240 3.074  0.265
C -2.979 -2.263 -5.260  -0.634
C -1.776 -2.548 -4.409  0.012
C -1.478 -1.736 -3.313  -0.210
C -0.349 -1.969 -2.553  -0.215
C 0.501 -3.019 -2.874  -0.293
C 0.230 -3.829 -3.963  -0.193
C -0.911 -3.592 -4.717  -0.198
S 1.935 -3.341 -1.882  2.331
O 1.511 -3.793 -0.587  -0.951
O 2.822 -4.119 -2.688  -0.924
N 2.607 -1.879 -1.599  -0.904
C 2.911 -0.931 -2.655  -0.205
C 2.972 0.499 -2.096  -0.521
C 1.767 0.785 -1.257  0.791
O 0.688 1.237 -1.695  -0.696
O 1.833 0.472 -0.001  -0.648
H -3.852 -2.047 -4.645  0.222
H -3.214 -3.106 -5.905  0.225
H -2.802 -1.395 -5.896  0.230
H -2.128 -0.903 -3.074  0.213
H -0.097 -1.315 -1.727  0.197
H 0.912 -4.628 -4.216  0.251
H -1.125 -4.226 -5.567  0.222
H 2.410 -1.527 -0.673  0.430
H 2.151 -0.980 -3.441  0.209
H 3.876 -1.164 -3.107  0.222
H 3.012 1.204 -2.925  0.255
H 3.862 0.619 -1.477  0.243



no.,E (eV)
1,-58762.8927
2,-13574.9637
3,-18123.7595
4,-71516.8632
5,-80832.6622
6,-75072.8668